# C4H12O3

2 unconnected molecules or ions with the total composition C4H12O3 (the ωB97M-V functional and the def2-TZVPD basis, OMol25).

CARTESIAN COORDINATES (ANGSTROEM)
1 C -1.79 -1.01 -0.01
2 O -2.98 -0.83 0.63
3 C -0.65 -0.40 0.81
4 C 0.79 -0.68 0.45
5 C 1.10 -1.89 -0.59
6 O 1.33 0.72 -0.14
7 H -1.60 -2.19 -0.16
8 H -1.82 -0.80 -1.13
9 H -3.77 -1.18 0.20
10 H -0.76 0.77 0.90
11 H -0.88 -0.62 1.87
12 H 1.49 -0.75 1.28
13 H 0.74 -1.84 -1.66
14 H 2.15 -2.28 -0.56
15 H 0.56 -2.79 -0.27
16 H 1.56 1.42 -0.77
17 H 1.14 3.99 -0.42
18 H 2.19 2.77 -0.23
19 O 1.94 3.53 -0.87

Computed properties:
HOMO-LUMO gap = 0.38837 hartree
total charge = 0
energy relative to the best compared isomer or geometry (same formula, charge and spin) = 76.9 kcal per mole
electronic energy = -385.199213 hartree
HOMO energy = -0.3621 Eh
SMILES = C[C@@H](O)CCO.O